[1]
{"formula": "C2H2N2O", "method": "ωB97M-V/def2-TZVPD", "energy_ha": -262.0366, "total_charge": 0, "relative_energy_kj_mol": 334.39, "multiplicity": 1, "gap_ev": 11.05, "smiles": "c1conn1", "symbols": ["C", "C", "O", "N", "N", "H", "H"], "coordinates": [[-0.27911, 1.02459, -0.07904], [-1.10906, -0.03037, -0.02103], [-0.26411, -1.01564, -0.03330], [1.00050, -0.64264, 0.01476], [0.89076, 0.69631, 0.05461], [-0.51514, 2.03639, 0.04717], [-2.28172, -0.25238, 0.33408]]}

[2]
{"formula": "C2H2N2O2", "method": "ωB97M-V/def2-TZVPD", "energy_ha": -337.2700, "total_charge": 0, "relative_energy_kj_mol": 405.38, "multiplicity": 1, "gap_ev": 10.75, "symbols": ["C", "C", "H", "H", "N", "N", "O", "O"], "coordinates": [[0.65882, 0.01279, -0.15829], [-1.33601, 0.29922, 0.03117], [2.43104, 0.66386, -0.36178], [-2.49469, 0.55969, 0.39832], [-0.14728, 1.00557, -0.08025], [-1.26537, -0.98598, 0.11180], [1.99078, -0.28817, 0.24459], [0.16271, -1.26697, -0.18555]]}

[3]
{"formula": "C2H2N2O2", "method": "ωB97M-V/def2-TZVPD", "energy_ha": -337.2479, "total_charge": 0, "relative_energy_kj_mol": 463.52, "multiplicity": 1, "gap_ev": 10.44, "symbols": ["C", "C", "O", "O", "N", "N", "H", "H"], "coordinates": [[0.61412, -0.16860, -0.10862], [-1.17604, 0.36671, 0.14245], [-1.55228, -0.71207, -0.52192], [1.87355, -0.51371, -0.11933], [-0.39145, -1.04169, 0.43027], [0.03606, 0.96792, -0.34237], [2.41825, 0.25546, -0.34899], [-1.82222, 0.84599, 0.86851]]}

[4]
{"formula": "C2H2N2O2S", "method": "ωB97M-V/def2-TZVPD", "energy_ha": -735.4405, "total_charge": 0, "relative_energy_kj_mol": 385.41, "multiplicity": 1, "gap_ev": [7.22, 7.22], "symbols": ["C", "C", "N", "N", "O", "O", "S", "H", "H"], "coordinates": [[1.63683, -0.74647, 0.08494], [1.34386, -0.12240, -1.11661], [1.97205, -1.49123, 0.95761], [-1.55868, -0.05992, 0.28444], [0.40519, 0.59641, -1.45829], [-0.03764, 1.60931, 1.14530], [-0.88199, 1.37628, -0.02048], [-0.81289, -0.71130, 0.63938], [-2.06673, -0.45068, -0.51629]]}

[5]
{"formula": "C2H2N2O2S", "method": "ωB97M-V/def2-TZVPD", "energy_ha": -735.4274, "total_charge": 0, "relative_energy_kj_mol": 419.79, "multiplicity": 1, "gap_ev": [8.04, 8.03], "symbols": ["C", "C", "N", "N", "O", "O", "S", "H", "H"], "coordinates": [[-2.12828, 0.98764, 0.01129], [-1.37245, 0.68479, -1.16618], [-2.96454, 1.37024, 0.71732], [1.98071, -0.57267, -0.00110], [-0.46656, -0.15484, -1.30509], [-0.42684, -0.03526, 1.17602], [0.27089, -0.96128, 0.29958], [2.59593, 0.13247, 0.35288], [2.51115, -1.45108, -0.08471]]}

[6]
{"formula": "C2H2N2O2S", "method": "ωB97M-V/def2-TZVPD", "energy_ha": -735.3905, "total_charge": 0, "relative_energy_kj_mol": 516.60, "multiplicity": 1, "gap_ev": [9.12, 6.61], "symbols": ["C", "C", "N", "N", "O", "O", "S", "H", "H"], "coordinates": [[1.03255, 0.95254, -0.53656], [0.26429, 0.00469, -1.17932], [1.69192, 1.71466, -0.00014], [-0.18791, -1.02948, 1.30007], [0.60560, -1.32641, 2.12160], [-1.37308, -0.93192, 1.32695], [-1.41136, 0.21271, -1.14562], [0.66977, -1.05013, -1.36231], [-1.29178, 1.45335, -0.52467]]}

[7]
{"formula": "C2H2N2O2S", "method": "ωB97M-V/def2-TZVPD", "energy_ha": -735.3769, "total_charge": 0, "relative_energy_kj_mol": 552.27, "multiplicity": 1, "gap_ev": [7.72, 7.73], "symbols": ["C", "C", "N", "N", "O", "O", "S", "H", "H"], "coordinates": [[1.50860, -0.33622, 1.97169], [-2.17269, -0.33926, -1.43295], [2.34231, -0.68850, 1.21512], [-0.09814, 0.75848, -1.03288], [-2.99534, -1.13547, -1.25798], [-1.44855, 0.55276, -1.06890], [0.46993, 0.53298, 2.70264], [2.38314, -1.15539, 0.29041], [0.01074, 1.81061, -1.38715]]}

[8]
{"formula": "C2H2N2O2S2", "method": "ωB97M-V/def2-TZVPD", "energy_ha": -1133.5763, "total_charge": 0, "relative_energy_kj_mol": 21.51, "multiplicity": 3, "gap_ev": [7.51, 6.97], "symbols": ["C", "C", "N", "N", "O", "O", "S", "S", "H", "H"], "coordinates": [[0.33170, -0.27107, 0.01426], [0.70593, 0.98204, -0.03128], [1.34836, -1.23303, -0.23616], [-2.06036, 0.50162, -0.17060], [-1.43335, 1.61906, 0.10919], [1.41805, 1.91328, 0.01262], [-1.32809, -0.84050, 0.49086], [2.93923, -0.87878, 0.06899], [1.17812, -2.23657, -0.25397], [-3.09958, 0.44396, -0.00390]]}